Entry 1:
C19H26N6O | ωB97M-V/def2-TZVPD

Each line ends with the Mulliken charge.
Atoms and positions in Å:
C1 -2.42237 2.87525 3.93222  -1.19
C2 -1.32835 2.57239 2.95629  0.61
N1 -0.96015 1.31530 2.85859  -0.71
C3 0.00852 1.04959 1.97840  -0.25
N2 0.49415 -0.17394 1.72207  -1.47
N3 1.41254 0.01908 0.77435  1.05
C4 2.10949 -0.98392 0.18167  0.78
N4 1.89413 -2.22956 0.68280  -0.23
H1 1.19258 -2.19573 1.41661  0.41
C5 1.84189 -3.39221 -0.17805  -1.18
C6 0.79580 -3.24437 -1.29110  -0.58
H2 0.79576 -4.14073 -1.91055  0.44
C7 -0.61918 -2.98706 -0.75062  -0.48
N5 -1.41935 -2.33678 -1.77725  0.04
C8 -1.28128 -0.88650 -1.79846  -0.57
C9 -2.10477 -0.19286 -0.70375  -0.48
O1 -3.46654 -0.55840 -0.78706  -0.47
C10 -3.61447 -1.95730 -0.67258  -0.40
C11 -2.83191 -2.67832 -1.77809  -0.84
H3 -2.94297 -3.75946 -1.68072  0.45
H4 -3.23569 -2.37121 -2.74837  0.33
H5 -4.68367 -2.15811 -0.75912  0.37
H6 -3.26381 -2.29016 0.31733  0.26
H7 -2.06965 0.89106 -0.82723  0.36
H8 -1.71537 -0.44442 0.29433  0.40
H9 -0.22901 -0.61516 -1.69775  0.12
H10 -1.63477 -0.54271 -2.77558  0.39
H11 -1.08542 -3.93955 -0.48952  0.49
H12 -0.56519 -2.38295 0.16586  0.16
H13 1.08025 -2.40674 -1.92972  0.27
H14 1.61287 -4.25318 0.45187  0.44
H15 2.82882 -3.54701 -0.62286  0.41
C12 2.97325 -0.61375 -0.83260  -0.96
C13 3.08735 0.74171 -1.18307  0.83
N6 2.39203 1.69265 -0.59061  -0.58
C14 1.56002 1.33870 0.37694  -0.09
C15 0.64206 2.04897 1.16808  0.81
C16 0.24585 3.38659 1.29423  0.88
C17 -0.75956 3.62333 2.20459  -0.88
H16 -1.12868 4.62717 2.35583  0.45
C18 0.90267 4.46096 0.49326  -1.67
H17 0.21970 5.28876 0.31656  0.43
H18 1.76807 4.84112 1.03689  0.33
H19 1.25650 4.05701 -0.45183  0.38
C19 4.01885 1.16131 -2.27446  -1.28
H20 3.96761 2.23828 -2.40070  0.35
H21 5.04005 0.87583 -2.02782  0.33
H22 3.74880 0.67505 -3.21047  0.32
H23 3.55652 -1.35844 -1.34677  0.45
H24 -2.07861 3.59417 4.67421  0.33
H25 -2.72771 1.96001 4.42977  0.35
H26 -3.27761 3.30621 3.41397  0.31

Summary:
Strongest force on any atom in Eh/bohr: 0.024
Energy above the lowest of the compared OMol25 structures with the same formula, charge and spin in kcal per mole: 40.44
HOMO energy in eV: -7.758
SMILES: Cc1cc(C)c2c(n1)nn1c(NCCCN3CCOCC3)cc(C)nc21

=====

Entry 2:
C4H10ClFSi | ωB97M-V/def2-TZVPD

Each line ends with the Mulliken charge.
Atoms and positions in Å:
C1 -1.57721 0.30890 -1.57400  -1.12
C2 0.51350 -1.86891 1.23177  -0.39
C3 -0.06990 0.57622 -1.22584  -0.51
C4 1.83527 -1.77616 1.51374  -0.49
F1 -0.74476 3.12359 -0.34240  -0.31
Si1 0.00191 1.79894 0.25332  0.58
Cl1 1.60578 2.53018 1.32656  -0.25
H1 -2.00872 -0.49365 -0.88281  0.28
H2 -2.23630 1.19443 -1.52756  0.37
H3 -1.66734 -0.09590 -2.59817  0.33
H4 -0.00587 -1.65709 0.29069  0.11
H5 -0.94080 1.32039 1.29044  -0.10
H6 -0.15905 -2.25388 1.98481  0.21
H7 0.12116 1.28690 -2.03184  0.31
H8 0.56023 -0.32563 -1.18701  0.45
H9 2.63188 -1.65259 0.92964  0.35
H10 2.14022 -2.01574 2.54866  0.20

Summary:
Strongest force on any atom in Eh/bohr: 0.106
Energy above the lowest of the compared OMol25 structures with the same formula, charge and spin in kcal per mole: 0.00
HOMO energy in eV: -10.304
SMILES: CC[Si@H](F)Cl.C=C

=====

Entry 3:
C32H69BBr2CaCl2F4I2MgN5NaO8PS | ωB97M-V/def2-TZVPD

Each line ends with the Mulliken charge.
Atoms and positions in Å:
C1 2.59929 2.08349 2.50807  -0.98
C2 1.52099 3.02405 1.68763  0.24
C3 1.74228 3.03755 0.05080  0.01
C4 1.44321 1.55720 -0.66334  0.11
N1 0.15010 1.31571 -1.22938  1.63
C5 -0.55507 0.08084 -1.49795  0.43
C6 0.75001 -0.92141 -1.79519  -0.64
N2 1.49929 -0.46255 -3.06902  -0.29
C7 2.97914 -0.76720 -2.96860  -0.72
O1 -1.26484 0.26014 -2.76194  -0.44
S1 -2.83687 0.65111 -2.85142  0.84
O2 -2.84516 2.08816 -3.52648  -0.80
O3 -3.62024 -0.14874 -3.97552  -0.59
C8 -4.00918 0.53924 -1.35459  -0.23
C9 -4.85324 1.92752 -1.54560  -0.46
C10 -6.01195 2.27298 -0.44484  -0.92
P1 -5.41157 -0.70924 -1.48613  0.84
N3 -6.75672 -0.17191 -2.30981  -0.88
O4 -6.17730 -1.18557 0.02337  -0.56
O5 -5.18700 -2.16972 -2.37559  -0.37
C11 -2.95773 0.42609 -0.04212  -0.64
C12 -3.62906 0.16588 1.42656  -0.99
C13 -3.72020 -0.91824 2.52419  0.15
C14 -4.90974 -2.01236 2.70779  -0.15
Cl1 -4.16294 0.07322 4.13558  -0.41
N4 -2.75667 1.88060 0.11814  0.72
C15 -1.96160 2.93196 -0.22667  1.35
C16 -2.68204 4.41359 0.13205  -0.36
C17 -2.40123 4.89831 1.67279  -0.83
C18 -1.67303 -0.53584 -0.45143  1.25
Br1 -0.51171 -0.50705 1.25591  -0.11
C19 -1.85032 -2.11300 -0.70473  -2.28
I1 -2.04064 -2.93518 -2.79476  0.12
C20 -2.94097 -3.02592 0.05830  0.78
C21 -3.44031 -4.42719 -0.62843  -1.08
I2 -1.92799 -3.97073 1.81244  0.11
H1 1.96426 1.24906 3.07847  0.25
H2 3.17292 2.66356 3.37001  0.32
H3 3.33124 1.47669 1.80396  0.38
H4 0.45763 2.68657 2.03462  -0.06
H5 1.65269 4.14102 2.08882  0.29
H6 2.91059 3.23997 -0.09212  0.28
H7 1.07342 3.89883 -0.39038  -0.27
H8 2.27472 1.51469 -1.52319  0.05
H9 1.85990 0.78938 0.15293  -0.20
H10 0.01015 1.97667 -2.05318  -0.13
H11 0.51050 -2.01876 -2.07802  0.67
H12 1.45794 -1.07743 -0.86872  -0.68
H13 1.16777 -1.03084 -3.87846  0.25
H14 3.55719 -0.01937 -3.69812  0.27
H15 3.35431 -0.56112 -1.87690  0.22
H16 3.22761 -1.88433 -3.30375  0.23
H17 -5.29298 1.87971 -2.66127  0.75
H18 -4.26923 2.93845 -1.61706  0.44
H19 -6.92462 2.75282 -1.03831  0.31
H20 -6.39584 1.39366 0.20789  0.20
H21 -5.63267 3.13455 0.27730  0.23
H22 -7.59974 -0.27006 -1.70222  0.22
H23 -6.30803 -2.18076 0.07017  0.34
H24 -5.97366 -2.78610 -2.19519  0.39
H25 -4.71252 0.67335 1.37841  0.11
H26 -2.92969 0.87754 2.11954  0.42
H27 -2.68029 -1.34848 2.93441  0.18
H28 -4.89616 -2.39471 3.84014  -0.13
H29 -5.95176 -1.43960 2.60751  0.23
H30 -4.84928 -2.98558 2.07378  0.10
H31 -3.51010 2.33082 0.73109  0.45
H32 -0.96590 3.00701 0.42804  -0.98
H33 -1.74095 3.08168 -1.39119  -0.71
H34 -2.28260 5.24559 -0.62486  0.43
H35 -3.85299 4.37618 -0.03599  0.16
H36 -3.45822 4.95989 2.21011  0.30
H37 -1.77918 4.04624 2.18607  0.17
H38 -1.85895 5.94415 1.64629  0.22
H39 -0.80927 -2.62646 -0.36973  0.41
H40 -3.87772 -2.41014 0.24677  -0.76
H41 -2.55979 -5.19313 -0.88164  0.39
H42 -4.27186 -4.36702 -1.43574  0.23
H43 -4.00098 -4.99675 0.26912  0.43
Mg1 0.30026 3.97046 -2.11161  0.38
Cl2 3.90026 1.58546 4.13589  -0.28
C22 4.74842 5.89195 5.05300  -1.25
C23 4.76706 5.83899 3.53367  0.44
C24 5.43012 7.07365 2.94408  -1.30
O6 3.43060 5.74324 3.04795  -0.35
H44 4.17978 6.75886 5.40792  0.32
H45 4.25743 5.00290 5.46304  0.29
H46 5.76335 5.95010 5.45846  0.39
H47 5.30093 4.94131 3.20323  0.28
H48 4.88563 7.98242 3.22429  0.23
H49 5.42529 7.02758 1.84979  0.32
H50 6.46548 7.16721 3.28633  0.40
H51 2.94899 6.53625 3.33670  0.22
C25 2.78949 -3.25302 0.60479  -1.05
C26 2.04237 -4.37525 -0.13502  0.75
C27 3.06113 -5.28085 -0.84677  -1.37
O7 1.28185 -3.81527 -1.05945  -0.50
H52 3.38974 -2.63054 -0.07187  0.15
H53 2.09503 -2.59348 1.14040  0.10
H54 3.47422 -3.67791 1.34865  0.51
H55 1.58351 -4.99649 0.64708  0.10
H56 3.67140 -4.73395 -1.57743  0.25
H57 2.56552 -6.10603 -1.37376  0.34
H58 3.74857 -5.72638 -0.11778  0.43
Ca1 -4.49974 -1.37358 6.32475  0.69
B1 -1.49974 -1.65644 -6.78096  0.53
F1 -1.13675 -2.54643 -7.87176  -0.36
F2 -0.37808 -1.53029 -5.86471  -0.47
F3 -1.83830 -0.34755 -7.31558  -0.42
F4 -2.64584 -2.20148 -6.07179  -0.38
C28 3.79299 -9.88032 -0.71690  -0.94
C29 5.09419 -10.26726 -1.41254  -0.46
C30 6.27778 -9.39562 -0.98813  -0.36
C31 5.99805 -7.94352 -1.33937  0.44
N5 5.76600 -6.73882 -1.63070  -0.47
H59 3.48812 -8.85960 -0.96856  0.19
H60 2.98272 -10.54686 -1.02853  0.33
H61 3.89396 -9.95172 0.37221  0.31
H62 4.95062 -10.19686 -2.49773  0.31
H63 5.32102 -11.31460 -1.18486  0.32
H64 7.18775 -9.72119 -1.50321  0.31
H65 6.44987 -9.47904 0.09043  0.30
Br2 6.60026 -4.78855 -0.84601  0.00
C32 2.00648 9.68690 2.43252  -0.52
O8 1.76660 8.86622 3.56095  -0.48
H66 3.07669 9.68525 2.21312  0.20
H67 1.45974 9.29362 1.57199  0.24
H68 1.68249 10.70798 2.64809  0.30
H69 0.80954 8.88725 3.73140  0.28
Na1 -0.29974 -0.00205 -4.76513  1.04

Summary:
Strongest force on any atom in Eh/bohr: 0.233
Total charge: +1
HOMO energy in eV: -7.565

=====

Entry 4:
C15H13Cl2N2O3S | ωB97M-V/def2-TZVPD

Each line ends with the Mulliken charge.
Atoms and positions in Å:
C1 -1.45016 2.56137 1.62978  -0.89
C2 -0.06349 2.55774 0.83917  0.31
Cl1 0.99062 3.98560 1.24296  -0.23
C3 -0.44452 2.47453 -0.68904  -0.57
Cl2 0.86317 3.02179 -1.84379  -0.25
C4 -0.92513 1.00225 -0.94169  0.20
C5 -2.37935 0.83585 -1.10449  -0.50
C6 -2.96534 -0.47087 -1.38311  -0.70
C7 -2.04094 -1.60515 -1.47250  -0.53
C8 -0.59211 -1.44119 -1.31575  0.52
C9 0.01049 -0.14102 -1.04528  0.46
N1 1.41769 0.17394 -0.90591  0.09
C10 2.25767 -0.93228 -0.50411  -0.09
C11 3.53161 -0.57177 0.15217  -0.43
C12 4.51593 -1.56562 0.58036  -0.44
C13 4.27314 -2.98849 0.35647  -0.49
C14 2.99504 -3.36559 -0.27365  -0.48
C15 2.01713 -2.35904 -0.70401  0.65
S1 0.48676 -2.90450 -1.49802  -0.37
H1 -2.29758 2.92117 0.97659  0.22
H2 -1.70595 1.50010 1.89511  0.11
H3 -1.41820 3.21196 2.53852  0.41
H4 0.45840 1.62069 1.17488  0.24
H5 -1.30209 3.18693 -0.84219  0.46
H6 -3.05221 1.72165 -1.03410  0.11
H7 -4.06534 -0.56243 -1.50798  0.34
H8 -2.48948 -2.60219 -1.70775  0.27
H9 1.76719 0.49595 -1.81375  0.28
H10 3.77427 0.49803 0.33731  0.35
H11 5.46386 -1.19460 1.04138  0.30
H12 5.04466 -3.72712 0.66210  0.33
H13 2.83734 -4.45807 -0.43116  0.29
N2 -3.87990 -0.22145 1.89907  1.03
O1 -4.78366 -1.06467 1.75231  -0.72
O2 -2.78737 -0.55453 2.40239  -0.68
O3 -4.06213 0.96103 1.53775  -0.61

Summary:
Strongest force on any atom in Eh/bohr: 0.066
Total charge: -1
HOMO energy in eV: -4.754

=====

| no. | LUMO (eV) |
| --- | --- |
| 1 | 0.44 |
| 2 | 0.81 |
| 3 | -6.25 |
| 4 | 2.52 |